{"formula": "C41H58AgO9P2", "method": "ωB97M-V with the def2-TZVPD basis set", "homo_lumo_gap_ev": 4.87, "charge": -1, "lumo_energy_ev": 1.97, "de_lowest_kcal_mol": 121.6, "homo_ev": -2.89, "symbols": ["Ag", "C", "C", "C", "O", "P", "O", "C", "P", "O", "O", "C", "C", "C", "O", "C", "C", "C", "O", "C", "C", "C", "H", "H", "H", "H", "H", "H", "H", "H", "H", "H", "H", "H", "H", "H", "H", "H", "H", "H", "H", "H", "H", "H", "H", "H", "H", "H", "H", "H", "H", "H", "C", "C", "C", "C", "C", "C", "C", "C", "C", "C", "O", "O", "H", "H", "H", "H", "H", "H", "H", "H", "H", "H", "H", "C", "C", "C", "C", "C", "C", "C", "C", "H", "H", "H", "H", "H", "C", "C", "C", "C", "C", "C", "C", "O", "C", "C", "C", "H", "H", "H", "H", "H", "H", "H", "H", "H", "H", "H", "H"], "xyz": [[0.798, -0.095, 0.734], [3.108, -2.274, -4.444], [2.144, -1.210, -3.927], [2.705, -0.452, -2.738], [0.861, -1.831, -3.656], [0.289, -2.278, -2.243], [0.220, -1.302, -1.169], [1.213, -3.819, -1.810], [1.050, -4.040, -0.007], [1.749, -3.086, 0.845], [1.611, -5.495, 0.377], [1.548, -6.768, -0.257], [2.624, -6.881, -1.331], [0.169, -7.117, -0.801], [-0.532, -4.141, 0.112], [-1.199, -3.864, 1.378], [-2.099, -5.052, 1.674], [-1.981, -2.571, 1.250], [-1.166, -2.748, -2.630], [-1.577, -3.467, -3.797], [-2.725, -4.364, -3.364], [-1.997, -2.474, -4.870], [3.955, -1.795, -4.935], [2.610, -2.925, -5.163], [3.492, -2.884, -3.625], [1.930, -0.511, -4.737], [2.912, -1.140, -1.912], [2.005, 0.308, -2.381], [3.636, 0.033, -3.032], [2.273, -3.697, -2.024], [0.810, -4.660, -2.371], [1.792, -7.468, 0.547], [2.354, -6.301, -2.214], [2.754, -7.924, -1.622], [3.569, -6.502, -0.943], [-0.124, -6.435, -1.600], [-0.581, -7.060, -0.014], [0.186, -8.134, -1.194], [-0.437, -3.754, 2.154], [-2.837, -5.157, 0.876], [-2.619, -4.914, 2.621], [-1.510, -5.968, 1.734], [-2.655, -2.623, 0.393], [-1.293, -1.743, 1.095], [-2.551, -2.386, 2.161], [-0.744, -4.079, -4.165], [-3.562, -3.742, -3.045], [-2.421, -4.986, -2.521], [-3.044, -5.002, -4.188], [-2.770, -1.819, -4.467], [-2.385, -2.996, -5.745], [-1.147, -1.859, -5.159], [0.554, 5.278, 3.990], [0.562, 4.746, 2.581], [1.609, 5.026, 1.717], [1.645, 4.499, 0.428], [2.760, 4.880, -0.509], [0.650, 3.614, 0.012], [-0.417, 3.380, 0.869], [-2.322, 1.980, 1.416], [-0.477, 3.946, 2.130], [0.866, 2.790, -1.278], [0.948, 3.378, -2.356], [1.018, 1.560, -1.041], [1.183, 6.164, 4.071], [0.939, 4.524, 4.681], [-0.457, 5.533, 4.312], [2.422, 5.658, 2.059], [3.262, 5.785, -0.164], [2.364, 5.047, -1.508], [3.499, 4.078, -0.584], [-2.993, 1.299, 0.910], [-2.908, 2.734, 1.936], [-1.656, 1.435, 2.087], [-1.313, 3.764, 2.791], [0.306, 0.047, 2.775], [-0.081, -0.230, 3.901], [-0.503, -0.597, 5.213], [-1.232, -1.780, 5.408], [-1.616, -2.181, 6.676], [-1.290, -1.410, 7.784], [-0.568, -0.236, 7.608], [-0.182, 0.168, 6.341], [-1.480, -2.383, 4.544], [-2.167, -3.105, 6.808], [-1.594, -1.722, 8.775], [-0.301, 0.362, 8.471], [0.386, 1.079, 6.208], [-2.604, 2.606, -6.271], [-2.478, 2.808, -4.783], [-2.553, 4.069, -4.209], [-2.461, 4.267, -2.841], [-2.507, 5.673, -2.306], [-2.293, 3.174, -1.956], [-2.380, 3.423, -0.550], [-1.515, 2.592, 0.380], [-2.240, 1.880, -2.545], [-2.164, 0.638, -1.703], [-2.317, 1.732, -3.918], [-2.587, 3.564, -6.794], [-3.543, 2.104, -6.527], [-1.788, 1.991, -6.659], [-2.661, 4.935, -4.857], [-2.568, 6.392, -3.123], [-1.606, 5.892, -1.725], [-3.374, 5.824, -1.653], [-2.316, 4.442, -0.200], [-3.067, 0.541, -1.089], [-1.293, 0.638, -1.050], [-2.089, -0.249, -2.334], [-2.259, 0.729, -4.335]], "forces_ev_per_angstrom": [[-0.12, 0.67, 0.20], [-0.26, 0.02, 0.02], [0.57, 0.13, -0.09], [-0.31, -0.07, -0.09], [-0.21, -0.20, 0.42], [0.08, -0.54, -0.98], [0.32, 0.03, 0.32], [-0.38, 0.76, 0.64], [-0.10, -0.86, -0.08], [0.03, 0.41, -0.06], [0.00, 0.22, -0.06], [-0.05, -0.26, -0.33], [-0.06, 0.13, 0.17], [0.07, 0.09, 0.19], [0.22, 0.07, -0.02], [-0.35, 0.03, 0.29], [0.24, 0.00, -0.11], [0.28, -0.09, -0.23], [0.00, -0.03, 0.16], [-0.19, -0.10, -0.30], [0.19, 0.08, 0.07], [0.15, 0.00, 0.17], [0.02, 0.02, 0.02], [0.03, 0.01, -0.05], [0.04, -0.02, 0.00], [-0.09, -0.01, 0.07], [0.10, 0.02, 0.03], [0.08, 0.02, 0.02], [0.03, -0.02, -0.02], [0.03, 0.02, -0.06], [0.00, 0.01, -0.03], [-0.02, 0.03, -0.01], [0.05, -0.06, -0.03], [-0.01, 0.00, -0.04], [0.03, -0.03, -0.02], [-0.05, -0.06, -0.02], [-0.04, 0.01, -0.04], [-0.01, 0.00, -0.04], [0.00, 0.00, -0.06], [-0.03, -0.03, 0.02], [-0.01, 0.05, 0.01], [-0.04, -0.03, 0.03], [-0.07, -0.04, 0.02], [-0.03, 0.11, 0.04], [0.00, 0.02, 0.01], [0.03, 0.03, 0.06], [-0.04, -0.03, 0.00], [-0.01, -0.04, -0.01], [-0.02, 0.01, -0.01], [-0.05, -0.01, -0.03], [0.00, -0.01, -0.01], [-0.03, 0.02, -0.07], [0.01, -0.08, -0.06], [0.14, 0.10, -0.03], [-0.16, -0.03, 0.02], [-0.01, 0.04, -0.01], [0.05, -0.04, -0.01], [-0.09, -0.45, -0.23], [0.55, 0.31, 0.16], [-0.03, -0.53, 0.33], [-0.33, -0.19, 0.00], [-0.06, 0.31, 0.22], [0.04, -0.01, 0.06], [-0.02, -0.40, 0.01], [-0.02, 0.02, 0.05], [0.00, 0.02, 0.02], [0.00, 0.03, 0.01], [-0.02, 0.06, -0.06], [0.03, -0.05, 0.08], [0.02, -0.03, -0.01], [0.01, 0.00, -0.02], [0.05, 0.06, -0.13], [0.04, 0.09, -0.14], [0.07, 0.06, -0.05], [0.01, -0.04, -0.02], [0.04, -0.41, -0.19], [0.09, 0.26, -0.18], [-0.04, -0.14, 0.10], [0.02, 0.04, 0.04], [-0.02, 0.01, 0.06], [0.00, -0.01, 0.03], [-0.04, -0.03, 0.04], [0.01, 0.02, -0.01], [0.02, 0.00, -0.02], [-0.02, 0.01, -0.03], [0.02, 0.00, 0.00], [0.00, 0.03, -0.03], [0.01, 0.00, -0.03], [0.01, -0.03, 0.12], [-0.06, 0.05, -0.06], [-0.01, -0.14, -0.09], [0.14, 0.18, 0.09], [-0.02, -0.13, -0.03], [-0.06, -0.34, -0.22], [-0.86, 0.18, -0.18], [0.16, 0.53, 0.12], [0.04, -0.04, 0.09], [0.03, 0.11, 0.00], [0.06, 0.11, -0.07], [0.02, -0.01, -0.03], [0.01, 0.01, -0.04], [0.00, 0.02, -0.04], [-0.02, 0.03, 0.03], [-0.02, 0.01, -0.01], [-0.03, 0.01, 0.05], [0.03, 0.06, 0.04], [0.33, -0.09, 0.12], [-0.02, 0.02, 0.03], [-0.05, -0.03, -0.01], [-0.05, 0.03, 0.02], [0.00, -0.02, 0.03]]}